(1)
This record from the OMol25 dataset describes a molecular structure, C25H25BaCl3F5IN10SSi. The level of theory is the ωB97M-V functional and the def2-TZVPD basis.

```
72
Properties=species:S:1:pos:R:3:forces:R:3
Ba -0.153330 -0.388580 0.021750 -0.1 0.2 0.8
N -0.110146 -1.748432 4.863635 -0.1 0.0 0.0
C -0.174721 -2.052901 3.563529 0.0 0.0 0.0
N -0.288167 -0.946707 2.862133 0.0 -0.2 -0.1
C -0.301109 0.028613 3.810598 0.0 0.0 0.1
N -0.207539 -0.417420 5.043825 0.1 0.0 0.0
C -0.435827 1.447686 3.459957 0.0 0.0 0.0
C -0.269193 2.451178 4.409164 0.0 0.0 -0.1
N -0.397691 3.733198 4.096329 0.0 0.0 0.0
C -0.689169 4.004030 2.830499 0.0 0.0 -0.1
C -0.855549 3.005582 1.878816 0.0 0.1 0.0
N -0.732250 1.721054 2.188571 0.1 0.0 0.0
H -0.025402 -2.364680 5.654950 0.0 0.0 0.0
H -0.148622 -3.056261 3.173269 0.0 0.0 0.0
H -0.025570 2.201577 5.433200 0.0 0.0 0.0
H -0.792464 5.045545 2.552699 0.0 0.0 0.0
H -1.086496 3.247015 0.849700 0.0 0.0 0.0
N 4.139473 -6.560531 -1.328915 0.0 0.0 0.1
C 3.945351 -6.127302 -0.070884 -0.1 0.1 -0.3
S 4.675368 -6.764078 1.243481 0.1 -0.2 0.2
C 2.972252 -5.000374 0.039337 0.0 0.0 0.1
C 1.837562 -4.944965 -0.762478 0.0 0.1 0.1
C 0.973696 -3.874756 -0.610382 0.0 -0.1 -0.1
N 1.179631 -2.880804 0.250922 0.1 -0.1 -0.1
C 2.276893 -2.935684 1.009307 0.1 0.0 0.1
C 3.186186 -3.976063 0.955011 -0.1 0.0 -0.1
H 4.806405 -7.296675 -1.491387 0.0 0.0 0.0
H 3.807987 -6.024253 -2.113248 0.0 0.0 0.0
H 1.599857 -5.725912 -1.471072 0.0 0.0 0.0
H 0.079097 -3.819385 -1.218656 0.0 0.0 0.0
H 2.446420 -2.096960 1.673109 0.0 0.0 0.0
H 4.056761 -3.990477 1.594069 0.0 0.0 0.0
Cl -1.697125 -0.019051 -4.218300 0.1 -0.3 0.2
Si -0.867950 -1.549654 -2.908729 -0.2 -0.2 -1.1
Cl -2.305300 -3.188398 -3.355929 0.2 0.2 0.1
Cl 0.803697 -2.222296 -4.090498 -0.3 0.1 0.2
C 1.449262 2.808461 -3.869145 0.0 0.0 0.0
C 0.332181 3.587502 -3.158263 0.1 -0.2 0.0
C 0.879210 4.855552 -2.499415 0.1 0.1 0.0
C -0.815542 3.902798 -4.124397 0.0 0.0 0.0
C -0.189340 2.705928 -2.106404 -0.1 0.0 0.0
N -0.607518 2.003602 -1.301781 -0.1 0.1 0.0
H 1.865695 3.436144 -4.657981 0.0 0.0 0.0
H 1.057644 1.895242 -4.316845 0.0 0.0 0.0
H 2.243362 2.541762 -3.172527 0.0 0.0 0.0
H 1.323661 5.486591 -3.269795 0.0 0.0 0.0
H 1.646195 4.616303 -1.763390 0.0 0.0 0.0
H 0.086095 5.421569 -2.010263 0.0 0.0 0.0
H -0.438084 4.550214 -4.916814 0.0 0.0 0.0
H -1.629452 4.419885 -3.616111 0.0 0.0 0.0
H -1.202644 2.989864 -4.574613 0.0 0.0 0.0
F 2.714557 1.094029 -1.151170 0.0 0.0 0.0
C 2.436275 0.779439 0.201466 0.0 0.0 0.1
F 3.430135 -0.166090 0.540846 0.0 0.1 -0.1
C 2.857898 2.021313 0.961073 0.0 0.1 0.0
F 2.077368 3.072119 0.601134 0.0 0.0 0.0
F 2.677981 1.842413 2.289817 0.0 0.0 0.0
F 4.131924 2.423937 0.797973 0.0 0.0 0.0
N -2.438195 -3.240559 -0.169954 -0.1 0.0 0.0
C -2.236122 -3.104942 0.964199 0.1 0.0 0.1
H -2.597621 -3.335307 -1.171245 0.0 0.0 -0.1
I -5.450069 0.500029 3.657104 -0.1 0.0 0.1
C -4.828231 0.520980 1.680857 0.1 0.0 -0.3
C -5.656091 0.948227 0.652274 0.0 0.0 0.1
C -5.158176 0.944512 -0.639842 0.1 0.0 0.0
C -3.853707 0.527897 -0.855032 0.0 0.0 -0.1
N -3.060847 0.117426 0.131635 0.2 0.0 -0.1
C -3.541009 0.106612 1.368491 -0.1 0.0 0.2
H -6.665982 1.275038 0.859095 0.0 0.0 0.0
H -5.765768 1.261878 -1.475155 0.0 0.0 0.0
H -3.423588 0.524585 -1.850430 0.0 0.0 0.0
H -2.874503 -0.247821 2.147205 0.0 0.0 0.0
```
Forces are in eV/Å.

Computed properties:
Total energy   -119899.46878 eV
Orbital gap   7.36 eV



(2)
This record from the OMol25 dataset describes a molecular structure, C25H25BrF6GaN6O8S2. The level of theory is the ωB97M-V functional and the def2-TZVPD basis.

```
74
Properties=species:S:1:pos:R:3:forces:R:3
Ga -0.296762 -0.973344 0.228810 0.2 -0.4 0.2
C 4.234101 -0.818278 -0.598673 0.0 0.0 0.0
N 3.617534 -0.568194 0.705983 0.0 0.0 0.0
C 4.504723 -0.538244 1.867909 0.0 0.0 0.0
C 2.320811 -0.569205 0.834822 0.1 0.0 0.0
O 1.556906 -0.722813 -0.165117 -0.1 0.2 -0.1
C 1.696486 -0.484579 2.211684 0.1 0.0 0.1
O 0.284458 -0.278126 2.054460 -0.1 0.0 0.0
C -0.265272 0.982900 2.481882 0.0 0.0 0.0
C 0.377106 2.137075 1.707386 0.0 0.1 0.1
O 1.458674 1.935085 1.171190 0.0 0.1 -0.1
N -0.271670 3.307783 1.692116 0.0 0.0 0.0
C -1.527846 3.573886 2.372882 0.0 0.0 0.0
C 0.276106 4.420980 0.929065 0.0 0.0 0.0
H 5.074239 -0.138500 -0.719745 0.0 0.0 0.0
H 4.579561 -1.851316 -0.640195 0.0 0.0 0.0
H 3.508590 -0.646581 -1.385016 0.0 0.0 0.0
H 5.512267 -0.336870 1.517664 0.0 0.0 0.0
H 4.224221 0.257371 2.554845 0.0 0.0 0.0
H 4.499321 -1.500899 2.381053 0.0 0.0 0.0
H 1.829259 -1.439208 2.724492 0.0 0.0 0.0
H 2.127293 0.324877 2.791648 0.0 -0.1 0.0
H -1.332460 0.902063 2.288808 0.0 0.0 0.0
H -0.104647 1.080769 3.556733 0.0 0.0 0.0
H -1.786563 2.786670 3.074805 0.0 0.0 0.0
H -1.439635 4.500810 2.939921 0.0 0.0 0.0
H -2.340827 3.685426 1.652194 0.0 0.0 0.0
H 1.153945 4.086375 0.387834 0.0 0.0 0.0
H -0.474338 4.778649 0.222595 0.0 0.0 0.0
H 0.546742 5.238614 1.598405 0.0 0.0 0.0
Br -3.914903 -4.682953 -5.348173 0.0 0.0 0.0
C -4.891162 -3.459167 -4.294772 0.0 0.0 0.0
C -5.914384 -3.921286 -3.481470 0.0 0.0 0.0
C -6.627030 -3.016531 -2.711293 0.0 0.0 0.0
C -6.280277 -1.672249 -2.717054 0.0 0.0 0.1
C -5.281754 -1.209744 -3.566783 0.0 0.0 0.0
C -4.588496 -2.106894 -4.362993 0.0 0.0 0.0
N -7.073410 -0.807955 -1.882628 0.0 0.0 -0.1
N -6.564633 0.033968 -1.133837 0.0 -0.1 0.1
C -5.137360 0.138610 -0.969396 0.0 0.0 -0.1
C -4.521290 1.315860 -1.294114 0.0 0.0 0.0
C -3.129056 1.494731 -1.154379 0.0 0.0 0.0
C -2.353090 0.489595 -0.641474 0.0 0.0 0.0
O -1.022851 0.566159 -0.481991 0.0 0.0 0.0
C -2.998981 -0.708370 -0.231164 0.0 0.0 0.0
N -2.179601 -1.660610 0.302195 -0.1 0.2 0.0
C -2.678099 -2.813895 0.710751 0.0 0.0 0.0
C -4.050564 -3.073934 0.637785 0.0 0.0 0.0
C -4.894059 -2.130898 0.108153 0.0 0.0 0.0
C -4.379666 -0.906910 -0.373795 -0.1 0.0 0.0
H -6.163799 -4.972909 -3.465908 0.0 0.0 0.0
H -7.456513 -3.347258 -2.098610 0.0 0.0 0.0
H -5.054752 -0.154414 -3.624477 0.0 0.0 0.0
H -3.818345 -1.757331 -5.036365 0.0 0.0 0.0
H -5.121868 2.117616 -1.704996 0.0 0.0 0.0
H -2.661493 2.418769 -1.467840 0.0 0.0 0.0
H -1.979435 -3.537316 1.109388 0.0 0.0 0.0
H -4.424138 -4.019391 1.002437 0.0 0.0 0.0
H -5.957534 -2.319028 0.065316 0.0 0.0 0.0
F 1.977036 -3.178784 -2.126235 0.0 0.0 0.0
C 0.853287 -3.457249 -1.509441 0.0 0.0 0.0
F 0.242306 -4.465889 -2.077425 0.0 0.0 0.0
F 0.020083 -2.360822 -1.650225 0.0 0.0 0.0
S 1.142700 -3.760719 0.332783 0.1 -0.1 -0.1
O 0.212615 -2.769041 0.943682 -0.1 0.0 0.0
O 2.525861 -3.474326 0.558864 0.0 0.0 0.0
N 0.564477 -5.131366 0.677947 0.0 0.1 0.0
S 1.397526 -6.477739 0.290683 0.1 -0.1 0.0
O 2.177375 -6.267345 -0.889879 0.0 0.0 0.0
O 0.513474 -7.579857 0.427281 0.0 0.0 0.0
C 2.624496 -6.619752 1.701583 0.0 0.0 0.0
F 3.796042 -6.118358 1.335049 0.0 0.0 0.0
F 2.770361 -7.896098 2.014107 0.0 0.0 0.0
F 2.191479 -5.954794 2.774774 0.0 0.0 0.0
```
Forces are in eV/Å.

Computed properties:
Total energy   -212039.89230 eV
Orbital gap   7.20 eV
Net charge   +1



(3)
This record from the OMol25 dataset describes a single C25H25Cl2N3O3S molecule. The level of theory is the ωB97M-V functional and the def2-TZVPD basis.

```
59
Properties=species:S:1:pos:R:3:forces:R:3
C 0.906057 5.172895 0.941834 0.0 0.0 0.0
C 0.714179 3.804000 0.367636 0.0 -0.1 0.0
C 0.068778 3.636935 -0.849600 0.0 -0.1 0.0
C -0.109294 2.386389 -1.409278 0.1 -0.2 0.1
C 0.352593 1.269181 -0.732507 0.2 0.6 0.3
N 0.214558 -0.033512 -1.285072 -0.4 0.1 0.2
C 1.310534 -0.714197 -1.681557 0.4 0.1 0.0
O 1.304664 -1.830887 -2.152234 0.0 -0.1 -0.2
C 2.594085 0.050214 -1.479782 0.6 0.0 -0.2
N 2.892225 1.049494 -2.266421 -0.5 0.0 -0.4
S 4.340443 1.703337 -1.917839 0.1 -0.6 0.7
C 4.643617 0.606016 -0.617931 -0.5 0.0 -0.3
Cl 6.040518 0.635728 0.346786 0.0 0.0 0.0
C 3.577750 -0.257831 -0.509541 0.7 0.4 0.0
Cl 3.446387 -1.485057 0.669125 -0.1 -0.1 0.1
C -1.113599 -0.519393 -1.651845 -0.4 -0.4 -0.3
C -1.399124 -1.986109 -1.259421 0.3 0.4 -0.1
O -2.249240 -2.608619 -1.855882 -0.2 -0.1 -0.2
N -0.764983 -2.434587 -0.163126 0.2 -0.1 0.4
C -0.914151 -3.810395 0.273548 -0.4 -0.3 0.0
C -0.464088 -3.949792 1.727382 -0.1 0.0 0.0
C 1.053924 -4.200738 1.666977 0.1 0.0 0.1
C 1.380171 -4.529035 0.198344 0.0 -0.1 -0.1
C 0.029624 -4.750465 -0.481008 0.0 0.1 0.0
C -2.199596 0.291490 -0.992253 -0.2 0.0 -0.1
C -2.252735 0.413033 0.392908 -0.2 0.1 -0.1
C -3.247021 1.149547 1.000046 -0.2 0.1 0.1
C -4.226610 1.768123 0.228255 0.2 -0.2 -0.3
O -5.188230 2.488084 0.863148 -0.2 0.1 0.1
C -4.193259 1.630701 -1.153420 -0.1 0.1 0.1
C -3.185939 0.898989 -1.754398 0.2 -0.1 0.1
C 0.983870 1.421428 0.494379 -0.2 0.1 -0.2
C 1.183078 2.676097 1.048061 0.0 0.0 -0.1
C 1.893031 2.810743 2.359167 0.0 0.0 0.0
H 0.483013 5.928387 0.285562 0.0 0.1 0.0
H 0.424550 5.250349 1.915966 0.0 0.1 0.1
H 1.965521 5.386596 1.079096 0.1 0.1 0.1
H -0.292426 4.506272 -1.378970 0.0 0.1 -0.1
H -0.592141 2.277856 -2.366648 -0.1 0.0 -0.1
H -1.227181 -0.477340 -2.742672 0.0 -0.1 0.2
H 0.057852 -1.954035 0.162949 0.0 0.1 -0.1
H -1.963806 -4.070102 0.116884 0.1 0.0 0.1
H -0.718456 -3.065997 2.311825 -0.1 0.0 0.1
H -0.971256 -4.803831 2.175164 0.0 0.0 0.0
H 1.328987 -5.026771 2.322036 0.0 0.0 0.1
H 1.611259 -3.325369 2.001990 0.0 0.0 0.1
H 2.025400 -5.401620 0.111419 0.1 0.0 0.0
H 1.887850 -3.693512 -0.283051 0.1 0.0 0.0
H 0.057287 -4.518607 -1.543348 -0.1 -0.1 -0.1
H -0.308485 -5.778631 -0.350756 -0.1 -0.1 0.0
H -1.508900 -0.072928 1.005083 0.1 0.0 0.1
H -3.290237 1.253029 2.072282 0.0 0.0 0.1
H -5.814215 2.839737 0.218422 0.1 -0.1 0.1
H -4.957897 2.097874 -1.759856 -0.1 0.0 -0.1
H -3.173972 0.796232 -2.829115 0.0 0.0 -0.1
H 1.330116 0.546278 1.026328 0.0 -0.1 0.1
H 2.779635 3.434570 2.250960 0.1 0.0 0.1
H 2.198578 1.837940 2.735258 0.0 0.0 0.1
H 1.246733 3.281836 3.098720 0.0 0.0 0.1
```
Forces are in eV/Å.

Computed properties:
Total energy   -72825.04063 eV
Orbital gap   8.65 eV